No. 1
15
Properties=species:S:1:pos:R:3:forces:R:3 method="wB97M-V/def2-TZVPD" smiles="NC/C(=C/Cl)CO" max_force_ev_per_a=3.1 total_charge=0 homo_ev=-8.97 homo_lumo_gap_ev=9.721
C 0.319107 0.485391 -1.061501 0.68 0.21 1.27
C 0.070617 -0.115641 0.332743 0.25 0.50 0.17
C -1.133048 -0.995863 0.260799 -0.23 0.18 2.29
C 0.816017 0.148412 1.424530 0.58 0.19 -3.01
H 1.498757 1.963659 -0.321449 -0.32 0.14 -0.57
H 0.066278 2.575835 -0.775729 -0.25 -0.63 -0.05
H -0.627269 0.476443 -1.572169 -0.23 -0.36 -0.48
H 1.051173 -0.176016 -1.567438 -0.42 0.65 -0.13
H -1.217835 -1.559969 1.201485 -0.26 0.17 -0.12
H -2.041991 -0.394135 0.140413 0.06 -0.05 -0.04
H -0.797508 -2.711991 -0.525611 0.57 -2.05 0.78
H 1.822444 0.603353 1.312961 -0.95 0.03 0.25
N 0.755154 1.870575 -1.022260 1.46 0.39 0.18
O -1.008088 -1.861262 -0.808194 -0.61 1.22 -2.08
Cl 0.426193 -0.308790 2.981420 -0.33 -0.60 1.54

---

No. 2
15
Properties=species:S:1:pos:R:3:forces:R:3 method="wB97M-V/def2-TZVPD" s_squared=2.0087 max_force_ev_per_a=5.0 total_charge=0 homo_ev="-5.74 / -9.86" homo_lumo_gap_ev="6.461 / 8.436" spin_multiplicity=3
C -1.721686 -0.150125 -0.621002 -0.86 0.28 2.05
C -1.076559 -1.521982 -0.626006 0.28 -1.09 1.69
C -0.530755 -0.396760 0.225376 -2.98 -1.95 -1.95
C 1.491035 1.670354 0.222750 3.44 -3.26 1.57
N 1.209073 0.534836 -0.616286 3.27 -0.15 -0.04
O -0.261047 -0.281513 1.530507 0.07 -1.45 1.08
Cl 2.477526 -0.676524 -0.303633 -0.77 0.89 -0.49
H -1.866256 0.503361 -1.461001 0.72 0.23 -0.50
H -2.612291 -0.042635 0.031024 0.12 -0.49 -0.43
H -1.641746 -2.465637 -0.204805 1.04 2.02 -0.76
H -0.309698 -1.745255 -1.370010 -0.64 -0.18 -0.38
H 0.720497 2.280661 0.148328 -3.45 3.18 -0.54
H 1.610163 1.389400 1.309564 -0.23 0.02 -1.03
H 2.446392 2.092972 -0.035860 0.34 0.59 -0.36
H 0.065359 -1.191147 1.771047 -0.33 1.36 0.08

---

No. 3
17
Properties=species:S:1:pos:R:3:forces:R:3 method="wB97M-V/def2-TZVPD" smiles="C[C@H](O)[C@](C)(Cl)[N+](=O)[O-]" max_force_ev_per_a=4.5 total_charge=0 homo_ev=-10.50 homo_lumo_gap_ev=10.047
C -0.164753 0.910411 -1.221058 -2.76 -1.42 0.11
C 0.658990 -1.534939 0.734526 3.00 0.53 2.02
C -0.949267 0.576025 0.002556 -3.11 -2.10 1.43
C -0.734634 -1.054069 0.399581 0.09 0.90 -2.64
N -1.793627 -1.478104 1.349557 -0.69 1.67 2.52
O -1.955980 -2.644868 1.583882 -0.10 0.26 -0.08
O -2.383320 -0.532130 1.935031 0.68 -1.91 -0.91
O -0.558818 1.367378 1.060530 0.89 0.96 1.52
Cl -1.189633 -2.017390 -1.090545 -0.06 0.26 0.11
H 0.775494 0.909582 -0.901979 4.37 -0.06 0.91
H -0.379252 1.857646 -1.550629 -0.71 2.39 -0.70
H -0.307091 0.229323 -2.032160 -0.12 -0.47 -0.30
H 0.841748 -2.539798 1.121911 -1.33 -0.38 -0.28
H 1.357026 -1.535731 -0.118235 -0.77 0.48 -0.09
H 1.282792 -1.010651 1.564683 -1.66 0.17 -1.31
H -2.101042 0.730144 -0.057775 1.84 -0.79 -0.63
H -1.125959 1.339330 1.877277 0.44 -0.50 -1.68

---

One value per record, in order, for relative energy (zero: lowest compared OMol25 entry of this formula, charge and spin): 130.9; 333.8; 370.6 kJ/mol.